Record 1
Molecular formula: C28H56ClNO26PS6
Method: DFT, ωB97M-V/def2-TZVPD

Calculated values
**Lowest unoccupied orbital energy (spin up / spin down)**: 0.06 / -0.04 eV
**HOMO energy (spin up / spin down)**: -8.121 / -8.119 eV
**2S+1**: 2
**Electronic energy**: -6301.902656 Eh

Geometry as XYZ:
```
119
Properties=species:S:1:pos:R:3:forces:R:3
C 5.379 1.968 0.205 -0.059 -0.431 -0.701
C 5.172 0.645 -0.575 -1.017 0.461 0.840
C 3.892 -0.039 0.018 0.843 -0.680 -0.709
C 3.082 -0.757 -1.099 -0.142 1.081 0.110
C 2.012 0.228 -1.679 -0.372 -1.445 -0.015
C 0.570 -0.321 -1.492 0.224 0.788 0.502
C -0.404 0.890 -1.388 0.236 -0.499 -0.510
C -1.839 0.595 -1.891 -1.271 0.633 0.931
P -1.700 0.182 -3.721 1.787 -0.511 -0.777
O -2.142 1.551 -4.554 0.176 0.222 3.004
Cl -3.189 -1.195 -4.237 -0.274 0.695 0.417
C -2.459 -0.544 -1.035 -0.689 0.396 -1.015
C -2.974 -0.109 0.366 0.889 -2.225 0.833
C -2.224 -1.011 1.395 0.925 0.723 -0.483
C -4.466 -0.487 0.511 0.084 -0.267 -0.306
N -2.649 1.292 0.748 -3.469 -0.417 -0.473
O -3.311 1.567 1.832 1.346 0.279 0.404
C -2.978 2.308 -0.287 1.135 2.368 -1.052
C -4.375 2.947 -0.173 -0.110 0.174 -0.339
C -1.958 3.493 -0.067 0.288 -0.742 0.887
C -2.790 1.835 -1.753 0.302 -1.234 0.135
H 6.277 2.510 -0.115 -0.074 -0.153 0.303
H 5.393 1.724 1.275 0.199 0.332 -0.135
H 4.514 2.617 0.002 0.222 -0.068 0.220
H 6.021 -0.034 -0.471 -0.087 0.238 -0.251
H 4.962 0.852 -1.634 0.382 -0.017 0.180
H 3.307 0.748 0.511 -0.164 -0.401 -0.034
H 4.206 -0.777 0.770 -0.103 0.300 -0.010
H 3.769 -1.038 -1.905 -0.070 -0.126 0.283
H 2.611 -1.676 -0.727 0.008 0.223 -0.079
H 2.182 0.359 -2.756 -0.042 0.365 0.256
H 2.054 1.188 -1.152 0.212 -0.090 -0.284
H 0.278 -1.038 -2.269 0.174 0.219 0.020
H 0.550 -0.867 -0.536 -0.112 0.075 -0.242
H -0.399 1.179 -0.326 -0.313 0.122 -0.297
H 0.025 1.752 -1.929 -0.137 -0.240 -0.004
H -1.555 2.246 -4.207 -0.199 0.009 -0.196
H -1.795 -1.415 -0.963 0.001 0.328 0.094
H -3.338 -0.910 -1.589 0.221 0.111 0.134
H -2.275 -0.618 2.414 -0.366 -0.205 -0.165
H -2.527 -2.058 1.318 -0.123 0.257 0.114
H -1.163 -0.971 1.098 -0.183 -0.159 0.297
H -4.785 -0.503 1.559 0.006 0.445 -0.257
H -5.139 0.087 -0.136 0.097 0.061 0.299
H -4.540 -1.534 0.175 0.044 0.278 0.006
H -4.511 3.520 0.750 0.004 -0.458 -0.025
H -4.426 3.696 -0.979 0.057 -0.258 0.122
H -5.206 2.256 -0.357 0.198 0.027 0.310
H -2.459 4.450 0.101 0.149 -0.116 -0.315
H -1.389 3.281 0.851 -0.166 0.223 -0.163
H -1.208 3.544 -0.862 -0.306 0.240 0.071
H -2.396 2.672 -2.340 -0.174 -0.067 0.251
H -3.746 1.566 -2.233 0.126 0.026 0.319
C 6.223 -5.432 -2.777 -0.078 -0.477 0.131
C 4.784 -4.965 -2.852 0.018 0.262 -0.475
O 4.550 -4.317 -1.598 0.331 -0.219 0.231
S 5.909 -3.624 -1.092 -0.109 -0.270 -0.340
O 5.880 -2.252 -1.449 0.250 -0.059 0.137
O 6.163 -4.054 0.233 -0.078 0.165 0.113
O 6.913 -4.382 -2.092 -0.304 0.263 -0.063
H 6.314 -6.345 -2.184 -0.026 -0.005 -0.030
H 6.659 -5.594 -3.759 0.138 0.200 0.056
H 4.085 -5.785 -2.995 -0.077 0.053 0.251
H 4.647 -4.227 -3.647 0.014 -0.051 -0.029
C -1.071 3.504 4.853 -0.055 -0.008 0.490
C -2.342 4.239 4.482 -0.202 -0.332 -0.459
O -1.919 5.584 4.224 0.382 -0.081 0.247
S -0.430 5.568 3.606 -0.337 -0.260 0.325
O -0.527 5.648 2.193 0.180 0.092 -0.169
O 0.392 6.436 4.359 -1.683 0.362 -0.423
O -0.069 4.047 3.988 -0.256 0.162 -0.279
H -0.779 3.707 5.885 -0.030 -0.008 -0.003
H -1.158 2.430 4.705 0.149 0.039 -0.195
H -3.083 4.218 5.277 0.059 0.256 0.031
H -2.780 3.836 3.565 0.008 -0.087 0.051
C 5.867 5.915 4.709 0.023 -0.227 0.413
C 5.621 4.740 3.786 0.308 0.132 -0.407
O 4.199 4.678 3.651 -0.056 0.212 0.371
S 3.586 6.165 3.730 0.308 -0.165 0.184
O 3.380 6.641 2.411 -0.105 0.147 0.036
O 2.559 6.175 4.703 1.555 -0.225 0.096
O 4.897 6.893 4.326 -0.020 -0.185 -0.392
H 5.688 5.646 5.753 0.033 -0.034 -0.017
H 6.872 6.319 4.607 -0.110 0.187 -0.093
H 6.007 3.805 4.187 -0.246 -0.064 0.026
H 6.050 4.915 2.796 0.058 -0.008 0.038
C -4.187 -5.703 -0.246 -0.168 0.282 -0.430
C -3.254 -6.681 -0.928 -0.203 -0.463 0.213
O -1.946 -6.136 -0.717 -0.085 0.444 0.095
S -1.903 -5.379 0.696 -0.474 -0.349 -0.302
O -1.352 -6.261 1.665 0.108 0.281 0.170
O -1.405 -4.069 0.494 0.320 -0.053 0.075
O -3.488 -5.299 0.938 0.292 -0.305 0.028
H -4.356 -4.817 -0.862 -0.003 -0.030 -0.016
H -5.143 -6.152 0.012 0.082 0.028 0.245
H -3.459 -6.782 -1.990 0.240 0.139 -0.034
H -3.294 -7.665 -0.455 -0.048 0.010 -0.022
C 0.986 -5.441 4.905 -0.051 -0.506 0.117
C -0.468 -5.036 4.814 -0.027 0.242 -0.534
O -0.746 -4.401 6.069 0.382 -0.191 0.254
S 0.577 -3.654 6.591 -0.087 -0.272 -0.389
O 0.495 -2.283 6.239 0.134 0.093 0.180
O 0.835 -4.078 7.918 -0.080 0.161 0.111
O 1.624 -4.364 5.601 -0.325 0.268 -0.031
H 1.110 -6.351 5.496 -0.021 -0.001 -0.023
H 1.437 -5.584 3.926 0.119 0.220 0.052
H -1.129 -5.885 4.660 -0.085 0.059 0.215
H -0.626 -4.304 4.019 0.008 -0.062 -0.036
C -5.422 1.508 -8.303 -0.167 0.291 -0.367
C -4.541 0.541 -9.065 -0.122 -0.449 0.227
O -3.223 1.076 -8.938 -0.174 0.504 0.049
S -3.079 1.812 -7.507 -0.311 -0.335 -0.262
O -2.471 0.931 -6.586 -0.262 -0.441 -2.055
O -2.590 3.124 -7.730 0.177 -0.039 0.022
O -4.648 1.891 -7.163 0.247 -0.302 -0.051
H -5.630 2.404 -8.892 -0.018 -0.036 -0.024
H -6.360 1.056 -7.988 0.093 0.020 0.222
H -4.821 0.459 -10.113 0.217 0.123 -0.043
H -4.552 -0.452 -8.608 -0.068 0.010 -0.014
```
Forces are in eV/Å.

These are the Löwdin partial charges, in e, on atoms 1 to 5: -0.12, -0.25, -0.21, -0.20, -0.19

***

Record 2
Molecular formula: C2H8FKN4O2
Method: DFT, ωB97M-V/def2-TZVPD

Calculated values
**Lowest unoccupied orbital energy**: -1.24 eV
**HOMO energy**: -5.901 eV
**Electronic energy**: -1150.278145 Eh

Geometry as XYZ:
```
18
Properties=species:S:1:pos:R:3:forces:R:3
K 0.179 3.517 0.292 -0.720 -0.060 0.064
F -4.202 4.337 0.616 0.675 -0.094 -0.052
C -0.099 0.068 -5.003 0.536 0.304 1.527
O 0.102 0.327 -3.833 0.088 0.947 0.910
N -0.237 0.924 -5.998 -0.284 1.918 -1.843
N -0.165 -1.186 -5.400 -0.269 -2.736 -0.537
H -0.609 0.553 -6.861 0.076 0.623 0.111
H -0.183 1.922 -5.851 -0.160 -0.386 -0.004
H -0.061 -1.428 -6.375 0.006 -0.355 0.495
H -0.043 -1.839 -4.639 0.036 -0.246 -0.590
C 0.800 -0.734 4.922 -2.266 3.483 -2.514
O 0.696 0.065 3.930 1.738 -2.153 1.727
N 1.449 -0.483 6.043 2.470 1.094 1.620
N -0.048 -1.760 5.037 -0.140 -1.083 -0.663
H 1.174 -0.837 6.948 0.254 -0.229 -0.446
H 2.241 0.143 6.014 -0.443 0.092 0.107
H -0.409 -1.839 5.977 -0.630 -0.649 -0.572
H -0.585 -1.750 4.181 -0.966 -0.471 0.658
```
Forces are in eV/Å.

These are the Löwdin partial charges, in e, on atoms 1 to 5: 0.93, -0.95, -0.77, 0.02, 0.16

***

Record 3
Molecular formula: C20H24BGeN7O3RuS
Method: DFT, ωB97M-V/def2-TZVPD

Calculated values
**Lowest unoccupied orbital energy (spin up / spin down)**: -0.65 / -0.64 eV
**HOMO energy (spin up / spin down)**: -8.483 / -8.506 eV
**Electronic energy**: -3980.415285 Eh

Geometry as XYZ:
```
58
Properties=species:S:1:pos:R:3:forces:R:3
Ru -0.574 -0.245 0.570 -0.266 1.502 2.088
C -3.282 -0.639 3.868 -0.017 0.003 0.014
C -2.595 0.139 2.936 0.043 -0.012 0.049
N -1.719 -0.616 2.278 0.118 -0.057 -0.295
N -1.822 -1.864 2.755 -0.182 -0.191 0.176
C -2.754 -1.907 3.717 -0.034 0.109 -0.017
B -0.996 -3.017 2.135 0.012 0.229 -0.203
N 0.476 -2.594 2.225 0.090 -0.074 -0.003
C 1.482 -3.109 2.948 0.084 0.071 -0.036
C 2.600 -2.323 2.760 -0.010 0.023 -0.037
C 2.182 -1.315 1.886 0.095 0.037 0.019
N 0.906 -1.498 1.574 -0.946 1.060 -0.663
N -1.415 -3.132 0.659 -0.036 -0.373 0.117
C -1.832 -4.221 -0.004 -0.096 0.054 -0.066
C -2.282 -3.829 -1.248 -0.019 0.006 0.005
C -2.096 -2.447 -1.265 -0.175 -0.091 0.094
N -1.568 -2.036 -0.115 0.136 -0.286 -0.268
H -4.050 -0.323 4.551 0.015 0.006 0.014
H -2.680 1.189 2.713 0.003 0.002 -0.009
H -2.976 -2.829 4.226 0.017 -0.018 -0.020
H -1.199 -4.041 2.717 0.052 -0.023 0.048
H 1.338 -3.992 3.548 -0.058 -0.026 -0.051
H 3.579 -2.458 3.183 -0.003 -0.003 0.002
H 2.721 -0.480 1.473 -0.018 -0.001 -0.056
H -1.790 -5.196 0.452 -0.012 0.023 0.055
H -2.675 -4.452 -2.031 -0.008 0.014 -0.005
H -2.331 -1.748 -2.049 0.044 0.025 0.015
O -0.086 -1.764 -3.146 0.034 -0.015 -0.069
S -0.100 -0.335 -2.998 -0.144 -0.179 0.250
O -1.259 0.368 -3.471 -0.107 0.130 -0.067
N 0.218 0.118 -1.436 1.563 0.208 0.673
C 1.534 0.543 -1.334 0.051 0.027 0.280
O 2.121 0.803 -0.290 -0.141 0.109 -0.292
C 2.220 0.661 -2.650 -0.096 -0.010 -0.238
C 3.523 1.059 -2.887 0.069 0.089 0.010
C 3.987 1.036 -4.196 0.001 0.018 0.060
C 3.162 0.624 -5.238 -0.094 -0.006 -0.023
C 1.851 0.232 -4.997 -0.145 0.015 -0.120
C 1.410 0.271 -3.691 -0.007 -0.035 0.274
H 4.152 1.378 -2.066 -0.008 -0.042 0.017
H 5.004 1.337 -4.409 0.001 -0.002 -0.004
H 3.543 0.599 -6.250 0.015 0.028 0.002
H 1.198 -0.089 -5.798 0.037 -0.030 -0.012
C -2.353 3.162 0.259 0.192 -0.085 0.101
Ge -0.411 3.175 0.609 -0.464 0.842 0.183
C 0.049 4.536 1.963 -0.091 -0.118 -0.181
C 0.516 3.588 -1.076 0.032 -0.315 0.175
C -0.002 1.444 1.403 0.903 -2.820 -2.419
H -2.643 3.898 -0.490 0.055 0.002 -0.018
H -2.913 3.365 1.173 -0.009 -0.031 0.001
H -2.636 2.172 -0.107 -0.083 0.042 -0.053
H -0.201 5.544 1.629 -0.003 -0.012 -0.012
H 1.117 4.499 2.180 0.001 0.003 -0.008
H -0.494 4.333 2.887 0.003 0.020 0.011
H 0.397 4.653 -1.276 -0.052 0.011 0.038
H 0.072 3.020 -1.894 0.007 0.016 -0.003
H 1.577 3.353 -1.013 -0.010 0.030 0.010
H 0.796 1.401 2.148 -0.338 0.103 0.466
```
Forces are in eV/Å.

These are the Löwdin partial charges, in e, on atoms 1 to 5: 1.15, -0.05, -0.12, -0.09, -0.02

***

Q: Among the records above, which one has the lowest electronic energy?
A: C28H56ClNO26PS6

***

Q: Among the records above, which one has the highest electronic energy?
A: C2H8FKN4O2